Entry 1:
The following is a quantum chemistry calculation of one molecule with the formula C5H7N in a non-equilibrium geometry, from the OMol25 dataset.

```
13
Properties=species:S:1:pos:R:3:forces:R:3:mulliken_charge:R:1
C 2.131773 -1.368307 -0.460467 -0.42 0.15 -0.01 0.103
C 1.062264 -0.828233 -0.341655 0.36 -0.37 -0.12 -0.900
C -0.180577 -0.079679 -0.154559 0.32 0.27 0.42 1.440
C -0.122459 1.340705 -0.712702 0.02 -0.02 -0.13 -1.373
C -0.808378 -0.148536 1.158801 0.94 1.05 0.44 -1.025
N -1.495932 -0.679564 -0.187279 -0.74 0.45 1.05 -0.627
H 3.071861 -1.860424 -0.576445 -0.16 0.07 0.02 0.434
H 0.132764 1.362138 -1.773653 -0.05 -0.08 0.07 0.342
H 0.646081 1.895305 -0.160990 -0.11 -0.08 -0.19 0.298
H -1.091276 1.829382 -0.567651 0.16 -0.15 -0.03 0.396
H -0.340761 -0.885917 1.819499 -0.55 0.08 -0.04 0.352
H -1.242202 0.731390 1.598741 0.02 0.24 0.11 0.262
H -1.777775 -1.200335 0.694867 0.21 -1.60 -1.59 0.298
```
Positions in Å, forces in eV/Å.

The value obtained for the HOMO energy is -9.3 eV. As for the relative energy (zero: lowest compared OMol25 entry of this formula, charge and spin): 114.03 kcal/mol. The HOMO-LUMO gap is 10.30 eV. Its structure (SMILES) is C#C[C@]1(C)CN1. As for the LUMO energy: 0.0378 Ha.

***

Entry 2:
The following is a quantum chemistry calculation of C24H26AlBrIN4O4 as an isolated structure, from the OMol25 dataset.

```
61
Properties=species:S:1:pos:R:3:forces:R:3:mulliken_charge:R:1
Al -0.358607 0.323760 0.364183 -0.03 -0.01 -0.32 0.194
C -1.202227 -1.540465 -2.964652 -0.02 0.01 0.07 -0.964
C -1.977409 -1.519786 -1.696029 0.02 -0.11 -0.03 0.195
N -1.636032 -0.956666 -0.541888 -0.01 0.12 0.21 0.369
C -2.665271 -1.209943 0.349146 0.24 0.07 0.05 0.132
C -3.627583 -1.936486 -0.260407 -0.04 -0.11 -0.12 0.027
N -3.172803 -2.117583 -1.541670 0.06 -0.03 -0.14 -0.033
C -4.951020 -2.497015 0.129134 -0.20 0.13 0.01 0.450
O -5.348898 -2.294073 1.370625 0.15 -0.03 -0.13 -0.521
O -5.596914 -3.071321 -0.706821 0.03 -0.07 0.04 -0.572
C -2.525335 -0.641830 1.706259 0.30 0.19 0.02 0.707
O -3.363163 -0.790629 2.569991 -0.11 -0.11 -0.03 -0.788
O -1.403159 0.018953 1.826294 -0.27 -0.05 0.09 -0.279
H -0.429202 -0.776569 -2.945750 -0.02 -0.01 0.02 -0.018
H -1.862411 -1.375621 -3.816197 0.01 0.01 0.01 0.432
H -0.709985 -2.505937 -3.087657 -0.03 -0.03 0.01 0.265
H -3.693594 -2.640750 -2.234159 0.00 0.01 0.01 0.279
H -4.683628 -1.781666 1.891663 -0.02 0.04 0.10 0.438
C 1.240911 1.352140 2.528476 0.04 -0.08 -0.15 -1.094
N 1.253250 0.128812 1.683211 -0.03 -0.18 -0.07 0.529
C 1.165362 -1.076433 2.548386 0.11 0.16 0.03 -1.066
C 2.509451 0.085094 0.878629 -0.12 0.03 0.06 -1.173
C 2.310666 0.742454 -0.465176 0.04 -0.08 0.05 0.568
C 3.402519 1.171029 -1.214158 0.03 -0.04 -0.02 -0.887
C 3.202925 1.682745 -2.485621 -0.06 0.02 -0.02 -0.658
C 1.910201 1.790271 -2.996083 0.02 -0.04 0.08 -0.997
C 0.831457 1.381757 -2.223704 0.08 0.00 0.00 -0.499
C 1.007267 0.828474 -0.947275 -0.08 0.19 -0.13 0.500
H 2.074449 1.327177 3.232818 0.00 -0.01 0.03 0.442
H 0.302584 1.408574 3.074645 -0.02 -0.01 0.01 0.327
H 1.353997 2.231149 1.891268 -0.01 -0.02 -0.01 0.365
H 2.086400 -1.192590 3.124177 0.00 0.02 0.02 0.394
H 1.029530 -1.968749 1.935361 0.00 0.03 -0.04 0.319
H 0.323544 -0.979195 3.226865 -0.02 0.01 -0.01 0.435
H 2.766702 -0.964582 0.728015 0.01 0.00 -0.01 0.353
H 3.326566 0.537437 1.445438 0.00 0.03 0.03 0.345
H 4.407147 1.099890 -0.809770 -0.03 0.00 -0.01 0.469
H 4.049963 2.011486 -3.075325 -0.03 0.00 0.02 0.424
H 1.752614 2.204841 -3.984319 0.00 -0.01 0.01 0.469
H -0.169994 1.501524 -2.634841 0.05 0.00 0.04 0.572
C -1.824268 5.142118 -1.457909 -0.02 -0.07 0.04 -1.093
C -2.797953 4.085835 -0.915687 0.27 -0.20 0.11 -0.461
C -2.083099 2.896063 -0.430756 -0.34 0.50 -0.20 0.632
N -1.504587 1.977164 -0.077053 0.15 -0.22 0.20 -0.203
H -2.396670 5.986660 -1.833999 0.01 0.01 0.00 0.360
H -1.221111 4.739318 -2.270642 -0.03 0.01 0.02 0.321
H -1.158642 5.496660 -0.672573 -0.02 0.00 -0.02 0.338
H -3.495699 3.749807 -1.682519 -0.01 -0.04 -0.04 0.280
H -3.393142 4.469987 -0.087438 0.01 0.00 0.05 0.313
Br 2.842938 -6.331108 -2.075192 -0.05 -0.02 0.09 -0.166
C 3.079646 -4.887653 -3.258297 -0.03 0.06 -0.04 -0.011
C 3.674737 -5.149677 -4.484841 0.04 0.06 -0.10 -0.431
C 3.880181 -4.123332 -5.393247 0.01 -0.05 -0.01 -0.519
C 3.494203 -2.827194 -5.084526 -0.01 0.01 0.03 -0.692
C 2.896521 -2.558920 -3.863177 0.06 -0.03 -0.04 0.026
C 2.686592 -3.590084 -2.953632 0.02 0.11 -0.08 0.014
I 1.777664 -3.088642 -1.150096 -0.07 -0.15 0.19 0.296
H 3.975618 -6.162134 -4.718651 0.00 0.04 0.00 0.395
H 4.348380 -4.341812 -6.343978 -0.01 0.01 0.02 0.372
H 3.661664 -2.021813 -5.787951 0.00 -0.02 0.01 0.402
H 2.609434 -1.546912 -3.604411 -0.02 -0.02 -0.01 0.379
```
Positions in Å, forces in eV/Å.

Its total charge is +1. The value obtained for the HOMO energy is -11.3 eV. As for the relative energy (zero: lowest compared OMol25 entry of this formula, charge and spin): 0.00 kcal/mol. The HOMO-LUMO gap is 8.72 eV. As for the LUMO energy: -0.0941 Ha.

***

Entry 3:
The following is a quantum chemistry calculation of one molecule with the formula CH5N2OP in a non-equilibrium geometry, from the OMol25 dataset.

```
10
Properties=species:S:1:pos:R:3:forces:R:3:mulliken_charge:R:1
O 0.826917 1.377208 0.978417 1.73 -0.77 -0.40 -0.551
C -0.249800 1.322529 0.434275 1.54 -0.52 0.98 -0.037
N -0.722411 0.411948 -0.411658 -0.98 -0.89 -0.03 -0.080
N 0.036840 -0.666500 -0.878076 -0.01 2.40 -5.31 -0.352
P 1.041196 -1.752039 -0.046187 0.03 1.28 0.91 0.013
H -0.847046 2.072165 0.784924 -3.12 1.98 0.09 0.436
H -1.727377 0.423073 -0.646669 1.02 -0.13 0.24 0.222
H 0.324107 -0.331084 -1.885385 -0.22 -1.47 2.71 0.264
H 1.378400 -0.793552 0.971357 0.62 -0.67 -0.19 0.047
H -0.060825 -2.063748 0.699002 -0.61 -1.21 1.01 0.037
```
Positions in Å, forces in eV/Å.

The value obtained for the HOMO energy is -9.2 eV. As for the relative energy (zero: lowest compared OMol25 entry of this formula, charge and spin): 52.31 kcal/mol. The HOMO-LUMO gap is 10.05 eV. Its structure (SMILES) is O=CNNP. As for the LUMO energy: 0.0301 Ha.

***

Entry 4:
The following is a quantum chemistry calculation of one molecule with the formula C6H8O2 in a non-equilibrium geometry, from the OMol25 dataset.

```
16
Properties=species:S:1:pos:R:3:forces:R:3:mulliken_charge:R:1
C -0.993311 1.699867 -1.290346 0.03 -0.05 -0.14 -1.046
C -0.256950 0.622828 -1.051033 0.07 0.30 0.04 0.582
O -0.001655 -0.354300 -1.968194 0.07 -0.14 -0.03 -0.455
C 0.375044 0.334981 0.265181 -0.01 -0.24 0.00 -0.044
C 1.546997 0.833236 0.624623 -0.16 0.01 0.01 -0.874
C -0.396991 -0.619242 1.107898 -0.50 0.02 -0.71 0.184
C -0.062802 -2.050147 1.107733 -0.25 -0.41 -0.66 -0.429
O 0.219588 -1.227206 2.200064 0.54 0.38 1.22 -0.455
H -1.169062 2.428305 -0.525464 0.03 0.17 0.27 0.312
H -1.432904 1.886558 -2.257096 -0.10 -0.04 -0.20 0.257
H -0.402327 -0.116462 -2.813829 -0.03 0.00 0.11 0.332
H 2.093243 1.503853 -0.013586 0.09 0.13 -0.20 0.323
H 1.983597 0.576281 1.573920 0.04 -0.08 0.23 0.332
H -1.447445 -0.353538 1.247646 0.15 -0.02 0.05 0.455
H 0.794342 -2.385587 0.537400 0.07 0.02 -0.05 0.247
H -0.849361 -2.779426 1.255082 -0.06 -0.06 0.05 0.278
```
Positions in Å, forces in eV/Å.

The value obtained for the HOMO energy is -9.2 eV. As for the relative energy (zero: lowest compared OMol25 entry of this formula, charge and spin): 60.57 kcal/mol. The HOMO-LUMO gap is 10.01 eV. Its structure (SMILES) is C=C(O)C(=C)[C@H]1CO1. As for the LUMO energy: 0.0287 Ha.

***

Entry 5:
The following is a quantum chemistry calculation of C46H34BrN5O2PPd as an isolated structure, from the OMol25 dataset.

```
90
Properties=species:S:1:pos:R:3:forces:R:3:mulliken_charge:R:1
Pd -0.214759 -0.253077 -0.267097 0.10 0.19 0.16 0.516
Br -1.868865 5.431984 -5.191549 -0.01 -0.01 0.03 -0.006
C -1.794623 4.158368 -3.862232 0.12 -0.09 0.03 -0.223
C -2.939931 3.869637 -3.085835 -0.10 0.05 0.01 -0.500
C -2.881702 2.912304 -2.124867 -0.05 0.00 -0.04 -0.680
C -1.673099 2.162251 -1.878790 0.05 -0.07 -0.03 0.102
O -1.688017 1.229057 -1.045392 -0.24 -0.11 -0.12 0.145
C -0.490988 2.523417 -2.633900 0.03 0.03 0.02 0.265
C 0.820991 1.958979 -2.379280 0.00 -0.12 -0.12 -0.131
N 1.158443 1.150680 -1.444073 -0.01 0.00 -0.14 0.306
C 2.540180 0.811118 -1.329339 0.01 0.12 0.13 0.639
C 3.561177 1.584474 -1.832366 -0.02 -0.08 0.03 -0.600
C 4.902329 1.185393 -1.711260 0.01 -0.01 0.01 -1.136
C 5.219328 0.030873 -1.056551 0.03 0.02 -0.03 -0.842
C 4.204197 -0.746857 -0.457671 -0.01 -0.01 0.01 0.921
C 4.496905 -1.903519 0.299640 -0.09 0.00 0.01 -0.625
C 3.480561 -2.566328 0.921446 0.00 -0.01 0.01 -1.297
C 2.170671 -2.083781 0.782467 -0.08 -0.02 0.03 -0.417
N 1.853125 -1.034395 0.052254 0.05 -0.02 0.06 0.244
C 2.855046 -0.348707 -0.575946 0.03 0.11 -0.02 -0.198
C -0.583012 3.483700 -3.612545 -0.05 0.04 -0.03 -0.578
H -3.853257 4.418142 -3.273052 -0.01 -0.02 0.01 0.473
H -3.744629 2.665045 -1.521823 -0.01 -0.01 -0.02 0.509
H 1.575038 2.303596 -3.085682 0.04 0.00 0.04 0.474
H 3.361924 2.534324 -2.307828 -0.02 0.00 -0.01 0.524
H 5.677239 1.811292 -2.130464 0.01 -0.01 0.00 0.419
H 6.249425 -0.285096 -0.957424 0.01 0.00 0.00 0.464
H 5.523534 -2.234892 0.387916 0.01 0.00 0.00 0.494
H 3.650565 -3.445742 1.525261 0.04 0.00 0.00 0.469
H 1.350639 -2.573337 1.285851 -0.01 -0.02 -0.04 0.797
H 0.284865 3.752258 -4.202042 0.03 -0.02 0.02 0.552
N -5.916141 0.110255 4.426698 0.03 0.03 -0.10 0.083
C -6.418806 0.222015 5.715339 -0.23 -0.07 -0.02 0.692
C -7.679615 0.206457 6.235799 0.10 0.02 -0.10 -0.913
C -7.760185 0.341751 7.637194 -0.11 0.00 0.01 -0.335
C -6.627501 0.478447 8.475312 0.17 0.02 0.06 -0.575
C -5.368640 0.488840 7.952807 -0.05 0.01 0.11 -0.675
C -5.249396 0.354361 6.534281 0.09 -0.02 -0.11 0.791
N -4.149591 0.323292 5.788252 0.01 0.02 0.07 -0.524
C -4.574049 0.181272 4.514861 -0.03 0.02 0.10 -0.088
C -3.640415 0.121624 3.393108 0.05 -0.02 -0.03 1.134
C -4.052984 -0.008271 2.068678 0.02 0.02 0.02 -0.921
C -3.093782 -0.046119 1.072712 -0.06 -0.04 -0.06 -0.917
N -1.791587 0.020724 1.339344 0.46 0.24 0.26 0.764
C -1.387136 0.132116 2.604794 -0.09 -0.03 0.11 -0.953
C -2.275227 0.195025 3.665738 0.01 -0.01 -0.08 -0.593
H -6.457325 0.017347 3.581645 -0.03 -0.01 0.02 0.205
H -8.576855 0.102489 5.642020 0.01 0.00 -0.03 0.463
H -8.740368 0.342051 8.096748 -0.01 -0.01 -0.01 0.432
H -6.789395 0.576083 9.539245 0.06 0.01 0.01 0.445
H -4.476024 0.595010 8.553534 -0.02 -0.01 0.04 0.491
H -5.093844 -0.082728 1.785046 -0.01 -0.01 0.00 0.342
H -3.369179 -0.134344 0.030305 -0.01 0.00 0.02 0.594
H -0.319617 0.168436 2.777427 0.00 0.02 -0.01 0.606
H -1.915506 0.301672 4.678416 -0.02 -0.01 0.02 0.604
O -0.659083 -2.245306 0.559755 -0.14 -0.05 -0.11 0.163
P -1.333929 -3.317797 -0.291813 -0.08 -0.15 -0.02 1.585
C -0.281622 -4.741858 -0.526342 -0.03 0.01 -0.12 0.705
C -0.102879 -5.333107 -1.775945 -0.01 0.02 -0.01 -0.345
C 0.686684 -6.467533 -1.896952 0.02 -0.02 0.02 -0.693
C 1.295681 -7.011921 -0.776349 -0.01 0.01 -0.03 -0.532
C 1.113485 -6.430033 0.473599 0.02 -0.04 -0.01 -0.814
C 0.324656 -5.302162 0.600485 -0.02 0.06 0.10 -0.489
C -1.704162 -2.600171 -1.895665 0.04 -0.01 -0.05 0.403
C -0.606702 -2.106557 -2.614323 0.06 0.00 0.00 -0.516
C -0.801557 -1.410586 -3.795592 -0.05 0.00 -0.02 -0.899
C -2.092370 -1.225789 -4.281540 0.00 0.02 0.02 -0.759
C -3.180497 -1.731349 -3.585266 0.02 0.01 -0.01 -0.748
C -2.990365 -2.412108 -2.388242 -0.05 0.05 0.05 -0.824
C -2.833424 -3.872176 0.518368 0.03 -0.04 -0.09 0.364
C -3.128711 -3.407106 1.796088 0.06 0.07 0.01 -0.355
C -4.239712 -3.895439 2.467848 -0.03 -0.01 0.01 -0.719
C -5.058255 -4.839378 1.864276 0.01 -0.01 -0.01 -0.582
C -4.761874 -5.310840 0.590474 -0.01 0.00 0.02 -0.851
C -3.644858 -4.838879 -0.077024 0.00 -0.04 -0.02 -0.459
H -0.576004 -4.919365 -2.657593 -0.01 0.01 0.01 0.403
H 0.822247 -6.926396 -2.866500 0.00 -0.01 -0.01 0.459
H 1.907967 -7.898248 -0.873394 0.00 0.00 0.00 0.435
H 1.577504 -6.867477 1.347194 0.00 0.00 0.01 0.470
H 0.168085 -4.865700 1.581496 -0.01 0.01 -0.01 0.422
H 0.403676 -2.303013 -2.264406 -0.02 0.02 0.00 0.646
H 0.049459 -1.037118 -4.350477 0.00 -0.03 -0.02 0.521
H -2.248213 -0.703468 -5.216214 0.00 0.00 -0.01 0.496
H -4.180291 -1.606023 -3.978681 0.00 0.01 0.00 0.484
H -3.845834 -2.794841 -1.845284 0.01 0.00 -0.01 0.491
H -2.467141 -2.689984 2.269327 -0.01 -0.02 -0.01 0.366
H -4.449963 -3.562802 3.476568 -0.01 0.00 0.01 0.502
H -5.916884 -5.232074 2.392295 -0.01 0.01 0.01 0.445
H -5.389013 -6.061866 0.130439 -0.01 0.00 -0.01 0.458
H -3.397317 -5.241598 -1.053013 0.01 0.01 -0.01 0.529
```
Positions in Å, forces in eV/Å.

Its total charge is +3. The value obtained for the HOMO energy (spin up / spin down) is -15.1 / -15.2 eV. As for the relative energy (zero: lowest compared OMol25 entry of this formula, charge and spin): 0.00 kcal/mol. The HOMO-LUMO gap (spin up / spin down) is 7.01 / 4.52 eV. As for the expectation value of S²: 6.0684. As for the spin multiplicity: 5. As for the LUMO energy (spin up / spin down): -0.2958 / -0.3924 Ha.

***

Entry 6:
The following is a quantum chemistry calculation of a 3-piece molecular cluster, C5H16NO overall in a non-equilibrium geometry, from the OMol25 dataset.

```
23
Properties=species:S:1:pos:R:3:forces:R:3:mulliken_charge:R:1
C -1.651439 -0.559369 0.525568 -0.10 -0.40 -0.85 -1.019
C -1.024842 -0.898109 -0.905387 2.27 0.65 0.35 -0.335
C 0.530022 -0.522252 -0.929786 -0.28 0.64 2.85 -0.440
C 1.431891 -0.978919 0.291511 -1.37 -1.98 -3.27 -0.143
C 1.263696 -2.373087 0.797472 -0.93 0.18 3.34 -1.087
N -0.579615 3.066258 -1.104745 0.08 0.23 0.87 -0.438
H -2.290417 -1.450521 0.737458 0.44 1.06 0.45 0.305
H -2.233198 0.389354 0.473137 0.13 -0.68 -0.19 0.299
H -1.018738 -2.044899 -1.017836 -0.78 1.97 -0.59 0.314
H -1.433188 -0.161222 -1.666137 -0.10 -1.95 0.45 0.282
H 1.043185 -1.019060 -1.768904 -0.10 0.04 -0.31 0.493
H 0.741058 0.577609 -0.963571 -0.42 -0.83 -0.72 0.140
H 2.445915 -0.840573 -0.020450 0.92 0.79 0.40 0.507
H 1.181038 -0.272733 1.129460 -0.37 1.80 0.79 0.126
H 1.127517 -3.128900 0.059418 0.47 -0.59 -1.30 0.391
H 0.146650 -2.506631 1.226149 2.42 0.36 -0.04 0.248
H 2.151790 -2.677238 1.528826 -2.32 0.49 -1.41 0.312
H -0.889556 -0.315962 1.280344 -0.60 -0.79 -0.05 0.368
H 0.021341 3.891405 -0.973695 -0.06 -0.60 -0.05 0.302
H -1.515511 3.406906 -1.242564 -0.53 0.31 -0.36 0.336
H 0.450067 2.204534 1.704043 0.51 0.46 0.87 0.234
H -0.631918 2.449126 -0.272342 0.75 -0.41 -0.22 0.196
O 0.183164 1.503177 1.105452 -0.02 -0.75 -1.01 -0.389
```
Positions in Å, forces in eV/Å.

Its total charge is +1. The value obtained for the HOMO energy is -14.7 eV. As for the relative energy (zero: lowest compared OMol25 entry of this formula, charge and spin): 226.74 kcal/mol. The HOMO-LUMO gap is 4.47 eV. As for the LUMO energy: -0.3775 Ha.